{"formula": "C34H23F13N2O5Yb", "method": "ωB97M-V with the def2-TZVPD basis set", "max_force_ev_per_a": 3.16, "charge": -1, "lumo_ev": [1.85, 1.85], "spin_multiplicity": 2, "homo_lumo_gap_ev": [6.0, 6.0], "species": ["Yb", "C", "C", "C", "C", "C", "N", "C", "C", "C", "C", "C", "C", "C", "C", "O", "C", "F", "F", "F", "C", "F", "F", "F", "C", "C", "C", "O", "C", "F", "F", "F", "C", "F", "F", "F", "H", "H", "H", "H", "H", "H", "H", "H", "H", "H", "H", "H", "C", "C", "C", "C", "C", "C", "C", "F", "C", "C", "C", "O", "C", "C", "N", "C", "C", "O", "O", "H", "H", "H", "H", "H", "H", "H", "H", "H", "H", "H"], "positions_angstrom": [[-0.224, -0.524, -2.150], [-3.732, 2.351, 2.435], [-2.783, 2.251, 1.261], [-1.504, 2.788, 1.304], [-0.630, 2.629, 0.251], [-0.972, 1.942, -0.933], [-0.044, 1.673, -1.933], [1.073, 2.472, -2.130], [1.052, 3.851, -1.852], [2.155, 4.665, -2.020], [3.348, 4.158, -2.510], [4.572, 5.027, -2.696], [3.363, 2.816, -2.866], [2.271, 1.963, -2.711], [2.322, 0.504, -3.230], [1.781, -0.423, -2.393], [1.544, 0.465, -4.621], [1.508, 1.635, -5.249], [0.233, 0.094, -4.408], [2.012, -0.439, -5.491], [3.778, 0.024, -3.547], [4.579, 0.225, -2.490], [3.823, -1.279, -3.810], [4.331, 0.655, -4.607], [-2.299, 1.415, -0.998], [-3.144, 1.582, 0.103], [-2.848, 0.729, -2.301], [-2.037, -0.224, -2.857], [-3.146, 1.866, -3.352], [-2.045, 2.300, -3.955], [-3.984, 1.453, -4.329], [-3.730, 2.928, -2.760], [-4.205, -0.019, -2.054], [-4.573, -0.750, -3.102], [-5.237, 0.811, -1.781], [-4.094, -0.876, -1.024], [-3.442, 3.161, 3.108], [-3.741, 1.426, 3.021], [-4.758, 2.536, 2.106], [-1.172, 3.318, 2.195], [0.377, 3.011, 0.344], [0.122, 4.284, -1.507], [2.077, 5.723, -1.780], [4.512, 5.924, -2.076], [4.690, 5.352, -3.734], [5.482, 4.491, -2.419], [4.278, 2.441, -3.301], [-4.148, 1.192, 0.071], [1.020, -5.998, 2.948], [0.137, -4.948, 3.614], [0.759, -4.504, 4.927], [-0.009, -3.343, 5.533], [-0.002, -2.187, 4.571], [0.045, -0.881, 4.993], [0.017, 0.155, 4.063], [0.063, 1.421, 4.529], [-0.069, -0.075, 2.726], [-0.110, -1.401, 2.274], [-0.258, -1.647, 0.837], [-0.285, -0.677, 0.052], [-0.382, -3.017, 0.454], [-0.278, -3.980, 1.408], [-0.075, -3.771, 2.722], [-0.049, -2.456, 3.190], [-0.563, -3.534, -0.965], [-0.809, -4.730, -1.091], [-0.407, -2.671, -1.890], [1.298, -6.747, 3.691], [1.931, -5.532, 2.565], [0.527, -6.515, 2.125], [-0.844, -5.380, 3.821], [1.795, -4.201, 4.743], [0.779, -5.364, 5.596], [0.419, -3.040, 6.489], [-1.041, -3.656, 5.727], [0.090, -0.646, 6.052], [-0.127, 0.730, 2.003], [-0.362, -5.003, 1.072]], "forces_ev_per_angstrom": [[0.7373, -1.7009, 1.2492], [0.0485, 0.0223, -0.1122], [-0.0719, -0.0308, 0.1128], [0.0714, 0.0665, 0.0822], [0.0567, -0.0470, 0.0599], [-0.0929, 0.1952, -0.2421], [0.0709, 0.7633, 0.2877], [-0.1154, -0.1552, 0.0165], [-0.0192, 0.0489, -0.0333], [-0.0880, 0.0797, -0.0141], [0.1164, 0.0302, 0.0040], [-0.0884, -0.0779, 0.0077], [-0.0760, -0.0675, -0.1054], [-0.0122, -0.0451, 0.0468], [0.1158, -0.0281, -0.2249], [1.9501, 0.4765, -0.7494], [0.0513, -0.0652, 0.1131], [-0.0285, 0.0567, -0.1053], [0.3587, 0.1980, -0.2186], [0.0210, -0.0401, -0.0020], [-0.2748, 0.2490, 0.3117], [0.1102, 0.0325, 0.0234], [-0.0296, -0.1998, -0.0689], [0.1122, 0.0394, -0.0755], [-0.1888, 0.0104, -0.2124], [0.0562, 0.0167, -0.0800], [-0.1756, 0.0122, -0.3004], [-2.8335, 1.1677, -0.7597], [-0.1356, -0.2668, 0.2557], [0.1539, 0.0095, 0.0177], [0.0818, 0.0875, 0.0931], [-0.0605, 0.0529, -0.1252], [0.2989, 0.1884, 0.1101], [-0.0112, -0.0373, -0.1649], [-0.1609, 0.0027, 0.0149], [0.0222, -0.0190, 0.1418], [-0.0055, -0.0324, -0.0493], [0.0110, 0.0157, -0.0184], [0.0663, -0.0102, 0.0056], [-0.0021, -0.0354, -0.0651], [-0.0112, 0.0065, 0.0017], [0.0341, 0.0029, 0.0117], [-0.0123, -0.0509, 0.0082], [-0.0104, -0.0210, -0.0104], [-0.0263, -0.0213, 0.0173], [-0.0193, 0.0077, -0.0060], [-0.0058, -0.0160, 0.0287], [-0.0271, -0.0191, -0.0295], [0.0064, 0.0074, -0.0838], [-0.0120, 0.1557, -0.1291], [0.0679, 0.0963, -0.0372], [-0.0214, 0.0401, -0.0350], [0.0399, -0.1052, 0.0656], [-0.0277, 0.0264, 0.1225], [0.0039, 0.0107, 0.1117], [-0.0013, 0.0201, 0.0310], [-0.0222, 0.0220, -0.2025], [-0.0385, 0.0089, 0.0013], [0.0122, -0.2089, -0.1151], [0.0655, -0.1203, 0.6859], [0.0093, 0.0695, 0.0999], [0.0176, -0.0416, 0.1397], [0.0717, -0.0007, 0.1008], [-0.0409, -0.2079, -0.0170], [0.0389, -0.0358, -0.2215], [0.0224, 0.1174, -0.1022], [-0.0689, -0.6746, 0.2034], [-0.0173, 0.0174, -0.0213], [-0.0226, -0.0410, 0.0279], [0.0377, 0.0361, 0.0628], [-0.1050, -0.0043, 0.0243], [0.0004, -0.0242, 0.0249], [-0.0012, -0.0041, 0.0247], [0.0141, 0.0081, 0.0066], [-0.0077, 0.0192, 0.0239], [0.0028, -0.0018, -0.0755], [0.0058, -0.0461, 0.0501], [0.0082, 0.0090, -0.0149]]}

{"formula": "C11H15FNOP", "method": "ωB97M-V with the def2-TZVPD basis set", "max_force_ev_per_a": 4.68, "charge": 0, "lumo_ev": [0.68, -2.12], "spin_multiplicity": 3, "homo_lumo_gap_ev": [5.6, 5.4], "species": ["C", "C", "C", "C", "C", "C", "C", "C", "C", "C", "C", "N", "O", "F", "P", "H", "H", "H", "H", "H", "H", "H", "H", "H", "H", "H", "H", "H", "H", "H"], "positions_angstrom": [[0.231, -2.418, 0.038], [-0.891, -3.184, 0.132], [0.200, -0.947, 0.099], [-1.022, -0.536, 0.388], [-2.224, -2.593, 0.132], [-2.191, -1.124, 0.788], [-0.071, 2.171, -0.121], [1.148, 1.343, -0.509], [1.429, -0.124, -0.330], [2.018, 0.894, 0.653], [3.467, 1.310, 0.676], [-1.245, 1.505, 0.257], [2.264, -0.848, -1.198], [1.472, 0.845, 1.873], [-2.780, 1.818, -0.391], [1.234, -3.062, 0.150], [-0.722, -4.271, -0.086], [-2.635, -2.531, -0.821], [-3.065, -3.182, 0.728], [-2.364, -1.280, 1.864], [-3.020, -0.453, 0.390], [0.476, 2.789, 0.696], [-0.264, 2.804, -0.935], [1.803, 1.813, -1.248], [4.057, 0.584, 1.208], [3.514, 2.379, 1.080], [3.719, 1.379, -0.436], [3.099, -1.017, -0.802], [-2.322, 2.620, -1.411], [-2.941, 2.863, 0.371]], "forces_ev_per_angstrom": [[2.6440, -0.6270, 0.2880], [0.7431, -1.3044, -0.7318], [2.6783, -2.4779, -1.5869], [1.0194, 4.1002, 2.0173], [-2.4586, -0.3157, 3.1499], [-2.8661, -1.6408, -0.6191], [1.4410, 0.0447, 0.8220], [1.3517, 0.1753, 0.5838], [-0.7401, -0.9775, 1.4306], [0.4275, -0.7660, -1.7958], [-0.9786, 1.3898, -1.8054], [-0.0498, -2.3178, 0.1625], [-1.4472, 0.8330, -0.7763], [-0.6864, 0.3144, 1.2176], [0.9290, -1.8829, -0.9094], [-1.9718, 1.9631, -0.6793], [-0.5304, 0.9985, 0.7836], [-0.6047, 0.3945, -1.9723], [1.8394, 0.5911, -1.0574], [0.3348, 0.4768, -0.1077], [0.4303, -1.1784, 0.5484], [-1.7428, -0.4505, -0.6718], [-0.2286, 1.3263, -1.2310], [-0.4776, -0.0521, -0.0230], [0.5642, 0.0507, 0.2476], [0.2138, -1.5759, -0.2604], [0.3315, -0.1961, 1.5924], [0.9736, -0.1335, 0.7195], [-0.0551, 0.6451, -1.1731], [-1.0838, 2.5930, 1.8375]]}

{"formula": "CH5N2S", "method": "ωB97M-V with the def2-TZVPD basis set", "max_force_ev_per_a": 6.13, "charge": 1, "lumo_ev": -4.20, "e_above_lowest_kcal_mol": 51.78, "homo_lumo_gap_ev": 9.6, "smiles": "[NH3+][C@H]1NS1", "species": ["N", "C", "N", "S", "H", "H", "H", "H", "H"], "positions_angstrom": [[0.506, -0.540, 0.712], [-0.051, 0.515, -0.028], [-0.559, 0.008, -1.262], [-1.911, 0.535, -0.191], [0.301, -0.509, 1.777], [1.546, -0.621, 0.943], [0.168, -1.344, 0.248], [0.594, 1.468, -0.064], [-0.594, 0.488, -2.136]], "forces_ev_per_angstrom": [[2.5578, -0.6746, 5.5281], [-0.8075, 4.3823, -3.1092], [-0.8277, -1.4010, 1.3253], [2.1650, -0.1291, 0.3216], [-1.0446, -0.2249, -1.9953], [-0.8538, 0.4531, -1.9395], [-0.4570, -2.0174, -0.2521], [-1.3946, -1.4152, 0.4093], [0.6625, 1.0269, -0.2883]]}

{"formula": "C2H7N4S", "method": "ωB97M-V with the def2-TZVPD basis set", "max_force_ev_per_a": 4.18, "charge": 1, "lumo_ev": [-6.06, -6.06], "e_above_lowest_kcal_mol": 104.79, "homo_lumo_gap_ev": [6.8, 6.8], "species": ["C", "C", "N", "N", "N", "N", "S", "H", "H", "H", "H", "H", "H", "H"], "positions_angstrom": [[2.188, -0.084, -0.191], [-2.475, 0.185, -0.251], [0.065, 1.099, 0.109], [1.170, 0.494, 0.079], [-1.502, -0.470, 0.492], [3.320, -0.746, -0.091], [-0.772, -1.819, 0.187], [-3.335, -0.508, -0.193], [-2.736, 1.151, 0.258], [-2.334, 0.275, -1.250], [0.099, 1.945, -0.430], [-1.574, -0.194, 1.414], [3.887, -0.477, 0.748], [4.000, -0.850, -0.880]], "forces_ev_per_angstrom": [[-2.7853, 0.7822, 0.1939], [-3.6351, 0.7614, 1.9104], [-0.0084, -0.1731, 1.1452], [2.6391, -1.5390, -1.4702], [1.6416, -1.3932, -1.2360], [2.2726, 0.9045, 1.0066], [0.4681, -0.4057, -0.1984], [-0.2296, 0.5705, 0.1311], [0.2678, -0.8949, -0.7254], [1.1673, 0.4316, -2.9215], [0.0221, 0.6821, -0.2897], [0.4810, 0.7640, 2.7113], [-0.7150, -0.4892, -0.7195], [-1.5861, -0.0014, 0.4622]]}

no.,E (Ha)
1,-4252.4915
2,-999.0134
3,-548.4550
4,-697.1790